Below is a 2-piece molecular cluster, C3H11NOS2 overall, with properties calculated with ωB97M-V/def2-TZVPD.

```
18
C3H11NOS2 | the Open Molecules 2025 dataset | ωB97M-V/def2-TZVPD
S -1.967 1.518 -0.303
S -1.241 -0.330 0.305
C 0.014 0.147 1.567
C 1.410 -0.154 1.101
N 1.705 -1.589 1.142
C 2.835 -1.926 0.246
H -2.916 1.591 0.639
H -0.254 -0.402 2.463
H -0.119 1.212 1.713
H 1.613 0.317 0.137
H 2.105 0.323 1.797
H 0.896 -2.042 0.724
H 2.510 -2.196 -0.763
H 3.493 -1.068 0.175
H 3.389 -2.768 0.650
H -0.227 0.340 -2.577
H 0.511 0.559 -3.889
O 0.557 0.764 -2.945
```

Calculated values
max |F|	0.01991	hartree/bohr
DFT total energy	-1047.24976	hartree
SMILES string	CNCCSS.O
frontier orbital gap	9.545	eV


Below is an isolated ion of composition C3H11NP and charge +1, with properties calculated with ωB97M-V/def2-TZVPD.

```
16
C3H11NP | the Open Molecules 2025 dataset | ωB97M-V/def2-TZVPD
C 1.178 0.423 -0.536
C -0.684 1.264 0.468
C -0.928 -0.787 -0.779
N 0.007 0.027 0.157
P 0.595 -1.218 1.766
H 1.995 -0.392 -0.463
H 0.987 0.511 -1.655
H 1.569 1.416 -0.145
H -0.536 1.500 1.537
H -0.273 2.010 -0.168
H -1.807 1.191 0.271
H -1.201 -0.215 -1.759
H -0.326 -1.705 -0.979
H -1.809 -1.038 -0.154
H 1.143 -0.214 2.652
H -0.727 -0.890 2.212
```

Calculated values
max |F|	0.09072	hartree/bohr
net charge	+1
DFT total energy	-516.67708	hartree
SMILES string	C[N+](C)(C)P
frontier orbital gap	10.671	eV


Below is an isolated ion of composition C3H11NP and charge +1, with properties calculated with ωB97M-V/def2-TZVPD.

```
16
C3H11NP | the Open Molecules 2025 dataset | ωB97M-V/def2-TZVPD
C 1.281 -1.006 0.329
C 0.172 0.687 1.530
C 0.062 0.729 -0.856
N 0.079 -0.191 0.351
P -1.420 -0.245 -1.288
H 0.923 -1.816 -0.325
H 2.217 -0.593 -0.238
H 1.470 -1.468 1.292
H 0.528 0.137 2.271
H 0.776 1.579 1.491
H -0.865 1.032 1.622
H 0.871 0.752 -1.686
H -0.318 1.663 -0.715
H -1.091 -1.464 -0.955
H -2.364 0.252 -0.390
H -2.319 -0.047 -2.433
```

Calculated values
max |F|	0.09374	hartree/bohr
net charge	+1
DFT total energy	-516.63279	hartree
SMILES string	C[N+]1(C)C[PH3]1
frontier orbital gap	10.964	eV


> Look up the DFT total energy of the second one.

-516.67708 hartree


> Among the records above, which one has the lowest max |F|?

C3H11NOS2


> What is the frontier orbital gap in the first record?

9.545 eV


> What is the formula in the second record?

C3H11NP